Here is an isolated molecule of C5H7N3 at a distorted geometry from OMol25. Energies are from ωB97M-V/def2-TZVPD.

Properties
* largest force on an atom: 2.52 eV/Å
* orbital gap: 0.3361 Ha
* relative energy (zero: lowest compared OMol25 entry of this formula, charge and spin): 4.208 eV
* DFT total energy: -358.8637 hartree

Bonds (Å) are listed after each position.
Geometry (Å):
1 H 2.95 0.13 -0.92  N2 1.038
2 N 2.40 -0.67 -0.56  H1 1.038, C3 1.263
3 C 1.30 -0.22 -0.13  N2 1.263, C4 1.474, N8 1.392
4 C 0.35 -1.18 0.47  C3 1.474, C5 1.341, H10 1.074
5 C -0.98 -1.33 0.35  C4 1.341, C6 1.431, H11 1.101
6 C -1.91 -0.42 -0.23  C5 1.431, C7 1.228
7 C -2.77 0.38 -0.59  C6 1.228, H12 1.084
8 N 0.88 1.10 -0.26  C3 1.392, N9 1.392, H13 1.002
9 N 0.17 1.74 0.75  N8 1.392, H14 1.034, H15 1.016
10 H 0.86 -2.00 0.95  C4 1.074
11 H -1.47 -2.20 0.81  C5 1.101
12 H -3.52 1.02 -1.04  C7 1.084
13 H 1.53 1.71 -0.71  N8 1.002
14 H -0.82 1.50 0.58  N9 1.034
15 H 0.41 1.34 1.65  N9 1.016